1) {
  "formula": "H20O10",
  "method": "ωB97M-V/def2-TZVPD",
  "e_homo_ev": -10.40,
  "species": ["O", "H", "O", "O", "H", "O", "H", "H", "O", "H", "H", "O", "O", "O", "H", "H", "H", "H", "H", "O", "H", "H", "O", "H", "H", "H", "H", "H", "H", "H"],
  "xyz": [[-2.9330, 2.3556, 0.3221], [-2.3121, -1.6846, -1.8927], [2.5200, -1.6130, 3.8499], [2.4479, 1.6731, -2.0134], [2.2593, 0.8865, -1.4892], [2.6102, 1.1535, 0.6509], [-2.9202, 1.6226, 0.9478], [-0.6135, 3.0754, 1.0279], [-0.4737, 3.1111, 0.0749], [-0.7143, 0.7809, -1.6616], [-1.3029, 2.7887, -0.2959], [2.2783, -2.7435, 0.0039], [-2.8575, -3.3264, 0.7575], [-2.9619, -1.0328, -2.1789], [-3.7835, -3.1075, 0.9114], [3.3998, -1.4402, 3.4963], [0.5465, 0.7080, -2.5072], [-2.6957, -3.0381, -0.1479], [1.6625, 2.2211, -1.9047], [-0.1425, 1.3184, -2.2211], [2.1529, -2.2744, 3.2526], [2.5379, 0.2154, 0.4418], [-0.4043, -0.5294, 0.6769], [-1.0970, -1.0658, 1.0786], [0.3751, -0.7126, 1.2136], [-3.4440, 2.0192, -0.4227], [-2.4379, -0.3622, -2.6313], [2.2770, 1.2190, 1.5530], [2.3641, -1.7908, 0.1219], [3.0772, -2.9934, -0.4739]]
}



2) {
  "formula": "H20O10",
  "method": "ωB97M-V/def2-TZVPD",
  "e_homo_ev": -11.47,
  "species": ["H", "H", "O", "H", "H", "O", "H", "O", "H", "H", "O", "H", "H", "H", "O", "H", "H", "H", "H", "H", "H", "H", "H", "H", "O", "O", "O", "H", "O", "O"],
  "xyz": [[-2.9215, -2.4381, 0.5026], [-3.0904, 2.8871, -0.2795], [0.3778, -0.3798, 0.4050], [1.1871, -0.1843, 0.8907], [-3.3749, -3.7437, -0.1297], [-0.4271, 3.2058, 0.6869], [0.3447, 2.0551, 2.3647], [3.9026, -0.9814, -1.0588], [-1.0837, 3.9083, 0.7536], [-3.0759, 4.2741, -0.9008], [-2.7191, -3.3800, 0.4757], [1.4418, 1.0693, 1.9977], [4.5517, -2.4401, 2.8483], [-3.1958, -0.0747, 0.8733], [-1.2152, -2.8199, -2.8260], [-3.6495, 1.1080, 1.7133], [0.1496, 3.3510, 1.4453], [1.2185, -0.8133, -3.2085], [3.6375, -1.5180, -1.8143], [3.1925, -0.3358, -0.9690], [2.4570, -0.3222, -2.4770], [4.1774, -1.1230, 2.1885], [-0.8328, -2.4505, -3.6300], [-0.3267, -0.1605, 1.0252], [2.1704, -0.7048, -3.3139], [-3.0319, 0.8646, 1.0145], [-3.6746, 3.6026, -0.5549], [-2.1372, -2.9801, -3.0571], [4.6758, -1.4876, 2.9286], [1.2720, 2.0119, 2.1054]]
}



3) {
  "formula": "H20O10",
  "method": "ωB97M-V/def2-TZVPD",
  "e_homo_ev": -10.78,
  "species": ["H", "H", "O", "H", "O", "H", "O", "H", "H", "H", "H", "H", "H", "O", "H", "H", "H", "H", "O", "H", "H", "O", "O", "H", "O", "H", "O", "H", "O", "H"],
  "xyz": [[-1.6866, 0.5759, 1.7854], [-1.1456, 3.4779, 3.1374], [-1.7446, 1.1889, 1.0774], [0.8874, 0.8329, -2.8816], [-0.8446, -1.3561, -2.1376], [0.2724, 1.5419, -1.6406], [0.4074, 1.5969, -2.5736], [1.0724, -3.0871, -0.7966], [-1.6346, 2.6269, 1.9244], [1.9374, -2.3421, 2.0144], [0.9354, -1.3801, 1.4724], [-0.8346, -1.7471, -2.9966], [-2.2116, -2.8061, 0.8414], [-1.3356, -2.4191, 0.9824], [0.1314, 2.7709, 0.9124], [-0.7896, -2.9511, 0.3834], [-0.9476, -0.4311, -2.2496], [-0.0896, -0.7231, -0.3766], [-1.6206, 3.5129, 2.2874], [2.9694, 1.3669, -1.1846], [-2.2796, 0.8709, 0.3574], [0.3724, -0.0211, 0.0674], [1.5314, -1.4971, 2.2074], [-0.3426, 0.5329, 0.3664], [2.8944, 0.6179, -0.6466], [1.9504, 0.4879, -0.5616], [0.3364, -3.7101, -0.7086], [1.5134, 3.0589, 0.2674], [0.6074, 2.9639, 0.1234], [-0.3116, -3.5521, -1.4546]]
}



3) is the most stable structure; the next one sits 0.906 eV above it.



1) {
  "formula": "H20O10",
  "method": "ωB97M-V/def2-TZVPD",
  "e_homo_ev": -8.84,
  "species": ["H", "O", "O", "H", "H", "O", "O", "O", "H", "H", "H", "H", "O", "H", "O", "H", "H", "H", "H", "H", "O", "O", "H", "O", "H", "H", "H", "H", "H", "H"],
  "xyz": [[-1.3529, -0.5857, -0.4291], [-1.0057, 0.8898, 0.2597], [2.5237, -0.7257, -0.4072], [3.1623, -1.2618, 0.0629], [-0.4919, 1.0435, -1.4822], [-1.5415, -1.3615, -0.9572], [-1.7785, -0.8490, 1.0586], [0.1549, 1.3162, 1.7942], [-0.0491, 0.0779, 0.7729], [0.6370, -0.8382, -2.3875], [-1.4729, -0.1307, 1.9783], [1.0301, 0.9416, 1.6938], [0.1032, 0.3729, -1.8176], [-0.7048, 0.7058, 2.9794], [-1.5888, 0.4140, 2.7568], [0.9742, 0.7608, -1.7328], [-0.6475, 1.1260, 1.1154], [-0.8919, 1.6766, -0.2735], [-2.4152, -1.3205, 1.5957], [-2.2208, -1.0765, -1.5683], [1.9099, 0.9503, -1.3904], [0.2764, -1.7239, -2.4299], [1.9819, 1.6337, -0.7240], [0.7004, -0.3273, 0.3366], [2.2671, 0.1676, -0.9710], [0.3107, 2.2187, 2.0725], [-0.5191, -1.6848, -1.8990], [-1.6153, -1.4292, 0.3150], [0.4116, -0.4557, -0.5669], [1.8525, -0.5248, 0.2450]]
}



2) {
  "formula": "H20O10",
  "method": "ωB97M-V/def2-TZVPD",
  "e_homo_ev": -10.45,
  "species": ["H", "H", "O", "H", "H", "O", "H", "H", "H", "O", "H", "H", "H", "H", "H", "O", "O", "O", "H", "H", "O", "H", "O", "H", "H", "H", "O", "H", "H", "O"],
  "xyz": [[-0.2307, 0.2970, 0.4991], [1.9627, -3.4326, -1.4477], [0.0330, 3.1532, 1.2833], [-0.6261, 2.4592, 1.2972], [-1.8339, 1.2625, 2.1954], [0.4495, -4.1979, 1.5627], [0.6016, -3.7710, 0.7196], [0.6963, -0.8881, 0.3317], [-2.2355, 0.6503, 0.8704], [-2.3641, 2.2644, -1.3969], [-3.2610, 1.9491, -1.5086], [2.1834, 1.5560, 1.3124], [0.5997, 2.1908, -2.0293], [1.2480, 1.2201, -1.0653], [-2.1544, 2.0726, -0.4829], [1.1981, -3.0907, -0.9843], [0.6081, 0.0403, 0.1160], [-1.7514, 1.3838, 1.2495], [0.1016, 3.4374, 2.1948], [-2.6903, -1.6814, -0.5188], [1.4410, 1.9678, -1.6308], [3.3687, 2.1828, 2.0154], [2.6887, 1.5180, 2.1245], [1.0207, -1.7433, -3.3871], [0.8872, -3.6335, 2.2000], [-2.5715, -1.8534, 0.9806], [-2.3702, -1.2442, 0.2703], [1.4327, -0.5978, -2.4871], [0.8965, -2.3606, -1.5248], [0.6717, -1.1107, -2.7593]]
}



2) is the most stable structure; the next one sits 17.850 eV above it.



1) {
  "formula": "C5H8O2",
  "method": "ωB97M-V/def2-TZVPD",
  "e_homo_ev": -9.23,
  "species": ["H", "H", "H", "C", "H", "H", "H", "H", "O", "C", "C", "C", "H", "C", "O"],
  "xyz": [[-0.6655, 1.6042, -0.9459], [-1.6602, -0.1870, -1.4392], [-1.2671, -1.3928, -0.1235], [-0.4154, 0.7320, -0.3442], [2.0647, 0.0384, 0.6730], [-1.6723, 0.6425, 2.0758], [0.9665, -0.5934, -2.6597], [0.3946, 1.5490, 1.4870], [-0.9376, 0.0257, 1.9647], [1.0703, -0.4102, 0.6204], [-0.9085, -0.6475, -0.8274], [0.5339, -0.3114, -0.8226], [1.0641, -1.3770, 1.1311], [0.0027, 0.6110, 1.0869], [1.4299, -0.2836, -1.8764]]
}



2) {
  "formula": "C5H8O2",
  "method": "ωB97M-V/def2-TZVPD",
  "e_homo_ev": -9.10,
  "species": ["O", "C", "H", "C", "H", "H", "C", "C", "H", "H", "C", "O", "H", "H", "H"],
  "xyz": [[0.0468, -1.9236, 1.7852], [-0.0662, 0.7209, -1.9450], [-1.5701, 0.4928, -0.4272], [-0.6888, -0.0363, -0.8158], [0.6644, -0.0068, 2.2910], [-1.0344, -0.1599, 1.7731], [0.8814, 1.5237, -0.6160], [0.4301, -0.0855, 0.1675], [-0.8604, -1.1081, -0.8600], [1.2036, -0.7835, -0.1928], [-0.0030, -0.5054, 1.5912], [1.1781, 2.6351, -0.3123], [-0.7899, 1.1771, -2.6565], [0.6735, 0.1515, -2.5177], [-0.0650, -2.0920, 2.7354]]
}



3) {
  "formula": "C5H8O2",
  "method": "ωB97M-V/def2-TZVPD",
  "e_homo_ev": -9.65,
  "species": ["H", "C", "C", "C", "C", "H", "O", "H", "H", "H", "O", "H", "H", "H", "C"],
  "xyz": [[-1.2319, -0.8614, 1.3941], [-1.2193, 1.1101, -1.2937], [0.6476, -0.1587, 0.3657], [0.0453, 1.0532, -0.3548], [-0.1597, -1.0210, 1.3284], [-2.2140, 1.1594, -0.8115], [1.9697, 0.0885, 0.7618], [-1.0865, 2.0813, -1.7868], [1.3158, -2.2232, 0.1828], [2.0483, 1.0432, 0.9124], [0.6350, 2.1116, -0.2062], [0.3400, -1.2478, 2.2711], [-0.2297, -1.8712, -0.7532], [-1.2816, 0.3455, -2.0843], [0.4208, -1.6094, 0.0742]]
}



4) {
  "formula": "C5H8O2",
  "method": "ωB97M-V/def2-TZVPD",
  "e_homo_ev": -9.64,
  "species": ["H", "C", "H", "H", "C", "H", "H", "C", "C", "C", "H", "H", "O", "O", "H"],
  "xyz": [[-1.6801, -1.2892, -1.0195], [0.8528, 0.0047, 0.9914], [2.1245, -1.2999, -0.2671], [0.9930, 0.9537, 1.5214], [-1.5368, -0.7570, -0.0858], [-1.9378, -1.2534, 0.7956], [-1.9910, 1.2841, 0.7374], [2.0435, -0.2471, 0.0643], [-0.2643, 0.0250, -0.0555], [-1.5684, 0.7548, -0.1109], [-1.7265, 1.2281, -1.0745], [0.7824, -0.8134, 1.7224], [0.3407, -0.0291, -1.3561], [2.8020, 0.6152, -0.3146], [0.7659, 0.8236, -1.5484]]
}



3) is the most stable structure; the next one sits 0.620 eV above it.



1) {
  "formula": "C3H4O",
  "method": "ωB97M-V/def2-TZVPD",
  "e_homo_ev": -10.12,
  "species": ["H", "H", "H", "C", "C", "H", "C", "O"],
  "xyz": [[-0.6806, 1.1029, 1.1124], [-1.7391, -1.2614, -0.5366], [-0.1628, -0.6261, 1.3883], [2.9182, -0.0828, -1.2380], [-1.3104, -0.2116, -0.2806], [-1.7901, 0.4910, -0.8971], [-0.6205, 0.1421, 0.7992], [3.3853, 0.4458, -0.3476]]
}



2) {
  "formula": "C3H4O",
  "method": "ωB97M-V/def2-TZVPD",
  "e_homo_ev": -10.10,
  "species": ["H", "C", "O", "H", "H", "C", "H", "C"],
  "xyz": [[0.2456, -0.8226, -1.3356], [0.0393, -0.2676, -0.4260], [0.5683, 1.6953, 0.8017], [-0.8005, -0.4563, 1.5249], [-1.0069, -1.8850, 0.3593], [0.5880, 1.0843, -0.2666], [1.0083, 1.5465, -1.2045], [-0.6422, -0.8945, 0.5468]]
}



3) {
  "formula": "C3H4O",
  "method": "ωB97M-V/def2-TZVPD",
  "e_homo_ev": -8.61,
  "species": ["H", "H", "C", "H", "C", "O", "C", "H"],
  "xyz": [[-1.1706, 1.1438, 0.3848], [-0.4660, -1.4031, 0.9096], [-0.4076, 0.5917, -0.0155], [-0.1619, -1.3661, -0.8465], [1.0061, 0.8551, 0.0114], [1.3624, -0.4690, 0.0088], [-0.0152, -0.8541, 0.0259], [1.7734, 1.5903, -0.1276]]
}



4) {
  "formula": "C3H4O",
  "method": "ωB97M-V/def2-TZVPD",
  "e_homo_ev": -9.00,
  "species": ["C", "O", "H", "C", "H", "H", "C", "H"],
  "xyz": [[0.5875, -0.1947, 0.2318], [-1.5363, 0.9930, -0.1272], [-0.2276, -0.7925, -0.8340], [-0.8146, -0.1852, 0.0690], [-1.4751, -0.8661, 0.6149], [-0.9474, 1.6884, -0.4474], [1.7741, -0.3824, -0.0568], [2.6393, -0.2605, 0.5498]]
}



2) is the most stable structure; the next one sits 0.462 eV above it.



1) {
  "formula": "C11H14N2O",
  "method": "ωB97M-V/def2-TZVPD",
  "e_homo_ev": -8.58,
  "species": ["H", "H", "C", "C", "C", "H", "H", "H", "H", "H", "O", "H", "C", "H", "N", "H", "C", "C", "C", "H", "C", "C", "C", "C", "H", "N", "H", "H"],
  "xyz": [[2.8611, -0.5628, -0.1940], [1.8451, -0.4802, -3.1960], [1.0174, -1.0137, 0.9426], [-0.2531, 1.4763, 0.6189], [0.7737, 1.4268, -0.5493], [1.3654, -1.8527, 1.5856], [0.3159, 1.4917, 1.4897], [-0.7498, 2.3426, 0.4520], [1.2615, -0.1502, 1.4774], [-0.1131, -0.0732, -1.8620], [1.4852, 3.3679, 0.2513], [-2.8264, 1.2169, 1.0213], [-1.2857, -2.1500, 0.5257], [-0.7277, -3.1005, 0.1557], [1.5920, 0.4239, -2.6925], [1.9191, -1.8217, -1.0065], [-2.6702, -2.1417, 0.7759], [-0.4864, -1.0561, 0.8078], [-2.3683, 0.2053, 0.9233], [-3.2036, -3.0345, 0.5900], [1.7844, -0.8499, -0.3767], [-3.1919, -0.8947, 0.9934], [0.8953, 0.2627, -1.4442], [-1.0396, 0.2431, 0.7347], [2.2225, 3.9853, 0.2468], [1.5868, 2.4147, -0.6892], [2.3663, 1.0153, -2.5502], [-4.3759, -0.6905, 0.9684]]
}



2) {
  "formula": "C11H14N2O",
  "method": "ωB97M-V/def2-TZVPD",
  "e_homo_ev": -8.49,
  "species": ["H", "N", "C", "C", "C", "C", "H", "C", "H", "C", "H", "H", "H", "H", "C", "H", "H", "C", "N", "H", "H", "C", "O", "H", "C", "H", "H", "C"],
  "xyz": [[-1.4062, -0.4010, -1.6691], [-1.6500, -0.6961, 0.9290], [-2.9457, -0.2937, 0.7451], [0.4826, -0.2377, -1.4826], [0.7496, -1.5363, -1.0612], [3.9667, -0.8985, 0.8681], [1.8554, -2.6786, 0.3888], [2.7484, -0.7547, -0.0153], [4.8024, -1.2612, 0.2691], [2.5928, 0.4401, -0.7087], [3.7795, -1.4525, 1.7891], [-3.8396, -0.8959, 0.7188], [-0.0863, -2.2156, -1.2001], [1.3921, 1.7766, -1.7681], [1.4396, 0.7491, -1.4448], [3.3808, 1.1708, -0.5664], [-3.4887, 2.5428, -0.5932], [-2.9201, 1.0660, 0.7212], [-1.6191, 1.4952, 0.9019], [-3.9735, 2.8860, 1.1073], [0.1691, 0.2580, 1.0582], [-0.8911, 0.4319, 1.0620], [-0.6884, -0.0045, -2.1856], [-4.8157, 1.6922, -0.0642], [-3.9093, 2.1325, 0.3308], [4.2838, 0.0510, 1.2488], [-1.2194, -1.5970, 0.8209], [1.8104, -1.7687, -0.1998]]
}



2) is the most stable structure; the next one sits 3.250 eV above it.